No. 1
Formula: C2H6OS2
Source: the OMol25 dataset
Level of theory: ωB97M-V/def2-TZVPD

- SMILES = C=CO.SS

Bonds (Å) are listed after each position.
Geometry (Å):
1 S -1.13 -2.19 0.24  S2 2.209, H3 1.247
2 S -1.29 -1.97 2.43  S1 2.209, H4 1.466
3 H -1.35 -0.96 0.19  S1 1.247
4 H -1.44 -3.41 2.69  S2 1.466
5 C 1.32 1.14 0.04  C6 1.372, H8 1.194, H9 1.114
6 C 0.39 1.56 -0.88  C5 1.372, O7 1.310, H10 1.053
7 O -0.42 0.79 -1.55  C6 1.310, H11 1.002
8 H 2.29 1.76 0.36  C5 1.194
9 H 1.63 0.07 0.09  C5 1.114
10 H 0.11 2.55 -1.10  C6 1.053
11 H -0.11 0.68 -2.50  O7 1.002

No. 2
Formula: C2H6OS2
Source: the OMol25 dataset
Level of theory: ωB97M-V/def2-TZVPD

- SMILES = C=CO.SS

Bonds (Å) are listed after each position.
Geometry (Å):
1 S -1.37 -0.78 -0.21  S2 2.116, H3 1.393
2 S -1.53 0.03 1.74  S1 2.116, H4 1.366
3 H -0.67 -1.79 0.44  S1 1.393
4 H -0.24 0.50 1.71  S2 1.366
5 C 2.56 -0.13 -0.24  C6 1.408, H8 1.098, H9 1.126
6 C 1.65 0.76 -0.84  C5 1.408, O7 1.330, H10 1.100
7 O 1.75 0.93 -2.16  C6 1.330, H11 1.006
8 H 2.76 -0.21 0.84  C5 1.098
9 H 3.14 -0.77 -0.96  C5 1.126
10 H 0.94 1.43 -0.34  C6 1.100
11 H 1.16 1.72 -2.34  O7 1.006

Let's list frontier orbital gap in order: 0.3142, 0.3205 Ha.
Let's list ΔE to the lowest compared entry with this formula, charge and spin in order: 2.096, 1.221 eV.